One molecule with the formula H3NO3Si at a distorted geometry, computed with wB97M-V/def2-TZVPD.

* relative energy (zero: lowest compared OMol25 entry of this formula, charge and spin): 231.67 kJ/mol
* E_HOMO: -11.09 eV
* F_max: 3.44 eV Å⁻¹
* SMILES: O=[N+]([O-])O[SiH3]
* electronic energy: -571.62576 Eh
* Kohn-Sham gap: 11.53 eV

```
8
H3NO3Si | the Open Molecules 2025 dataset | wB97M-V/def2-TZVPD
O -1.7036 0.5455 0.3753
H 0.0361 -1.0069 0.8220
O -3.7981 0.5834 0.0700
H -0.1226 -0.5515 -1.2835
N -2.7859 -0.0285 -0.0304
O -2.6642 -1.1758 -0.3817
Si -0.0786 0.1355 0.0120
H 0.5513 1.4368 0.1206
```


A 2-piece molecular cluster, C2H2I2S2 overall at a distorted geometry, computed with wB97M-V/def2-TZVPD.

* relative energy (zero: lowest compared OMol25 entry of this formula, charge and spin): 85.82 kJ/mol
* E_HOMO: -8.78 eV
* F_max: 2.30 eV Å⁻¹
* SMILES: S=C=C(S)I.I
* electronic energy: -1469.09463 Eh
* Kohn-Sham gap: 7.37 eV

```
8
C2H2I2S2 | the Open Molecules 2025 dataset | wB97M-V/def2-TZVPD
S 0.1466 1.2043 -1.7608
S 2.9319 0.2842 1.1745
I 1.3515 -2.4787 -0.1214
C 0.9532 0.3770 -0.6796
C 1.8243 -0.2996 0.0251
H 3.9770 0.3627 0.3335
I -4.8732 -0.0052 0.3638
H -6.3113 0.5553 0.6648
```


One molecule with the formula C5H9OP at a distorted geometry, computed with wB97M-V/def2-TZVPD.

* relative energy (zero: lowest compared OMol25 entry of this formula, charge and spin): 514.52 kJ/mol
* E_HOMO: -8.61 eV
* F_max: 9.43 eV Å⁻¹
* SMILES: C=CP(C)/C=C\O
* electronic energy: -612.30093 Eh
* Kohn-Sham gap: 8.80 eV

```
16
C5H9OP | the Open Molecules 2025 dataset | wB97M-V/def2-TZVPD
H -2.6164 0.1255 -2.2097
C -0.1533 0.4811 2.4094
H 2.5635 -1.7724 -0.8390
H 0.6134 0.7375 3.1064
O -0.7352 1.1498 -2.0653
H 1.3589 -0.8142 -1.8360
H 1.9336 -0.5394 1.2847
P 0.2275 1.0328 0.4057
C -1.5023 -0.0012 -0.3749
C 1.4894 -0.3550 0.3410
H 0.1650 1.0349 -2.7979
C -1.6972 0.4534 -1.5739
H -2.2985 -0.8319 -0.1018
C 1.8315 -1.0438 -0.7712
H -1.0539 0.9865 2.6411
H -0.1264 -0.6437 2.3814
```


C4H6O2 as an isolated structure at a distorted geometry, computed with wB97M-V/def2-TZVPD.

* relative energy (zero: lowest compared OMol25 entry of this formula, charge and spin): 394.34 kJ/mol
* E_HOMO: -7.75 eV
* F_max: 1.31 eV Å⁻¹
* electronic energy: -306.35610 Eh
* Kohn-Sham gap: 8.76 eV

```
12
C4H6O2 | the Open Molecules 2025 dataset | wB97M-V/def2-TZVPD
C -1.1483 -0.2058 -0.5847
C 0.8663 -0.3172 0.8438
C 0.3362 -0.3401 -0.5888
H -1.6548 -0.3882 -1.5264
H -0.7501 -1.0472 1.3362
O 0.6414 1.2757 0.7667
O 0.1431 -0.9678 1.7599
H 0.7412 -0.9747 -1.3716
C 0.3491 1.1020 -0.5407
H 0.2593 1.9245 -1.2372
H -1.7173 0.3726 0.1187
H 1.9340 -0.4340 1.0239
```